{
  "formula": "C12H26ClCsN3OTa",
  "method": "ωB97M-V with the def2-TZVPD basis set",
  "species": ["N", "C", "O", "Cs", "Ta", "N", "N", "C", "C", "C", "C", "C", "C", "C", "C", "H", "H", "H", "H", "H", "H", "H", "H", "H", "H", "H", "H", "H", "H", "H", "H", "H", "H", "C", "H", "H", "H", "C", "H", "H", "H", "Cl", "C", "H", "H"],
  "xyz": [[-1.98038, -0.93115, 1.10770], [-2.88588, -1.67591, 1.43755], [-3.86495, -2.05039, 2.04426], [-3.96018, 0.39074, 3.41646], [-0.22302, -0.01246, 1.09235], [-0.16127, 1.84858, 0.50592], [0.96165, -1.14357, 0.06119], [-0.60525, 2.30147, -0.86158], [0.65324, -2.35863, -0.74716], [-0.77664, 3.82384, -0.90206], [0.47764, 1.87852, -1.85133], [-1.92734, 1.63461, -1.20213], [0.29491, -3.47738, 0.22598], [1.85369, -2.74805, -1.60434], [-0.54916, -2.04999, -1.63101], [-1.46064, 4.15881, -0.11242], [-1.21975, 4.10029, -1.86525], [0.18126, 4.35394, -0.81215], [1.41467, 2.42026, -1.65733], [0.14332, 2.09369, -2.87517], [0.69575, 0.80032, -1.78309], [-1.87772, 0.53275, -1.22176], [-2.21282, 1.96674, -2.21104], [-2.71564, 1.94898, -0.50069], [1.13031, -3.67048, 0.90416], [0.07737, -4.38998, -0.34937], [-0.59243, -3.22581, 0.82280], [2.68481, -3.10070, -0.98749], [2.17536, -1.91835, -2.23794], [1.54836, -3.57536, -2.25432], [-0.75653, -2.93128, -2.25003], [-0.33976, -1.20699, -2.30388], [-1.45450, -1.83530, -1.04810], [0.83998, 2.69778, 1.18423], [0.93027, 2.43423, 2.24133], [1.82786, 2.62999, 0.69782], [0.50645, 3.74418, 1.14385], [2.36596, -0.89235, 0.47695], [2.41869, -0.14491, 1.29109], [2.82318, -1.82833, 0.84387], [2.94986, -0.49878, -0.37382], [-0.81869, 1.07200, 4.10609], [0.21112, -0.11894, 3.13925], [1.26376, 0.06859, 3.39412], [-0.04694, -1.11520, 3.50650]],
  "atomic_forces_ev_per_a": [[-0.877, -1.156, -0.212], [-2.437, 1.089, 2.727], [3.153, -0.209, -2.834], [-0.792, 0.678, 0.623], [-0.107, 0.341, -1.664], [-0.282, -0.574, 0.094], [-0.138, 0.595, 1.334], [0.591, 0.127, 0.015], [-0.142, -0.026, 0.004], [-0.095, -0.020, 0.050], [0.217, -0.057, -0.344], [-0.308, 0.110, -0.066], [0.058, -0.381, -0.171], [-0.165, -0.155, -0.038], [-0.049, 0.001, -0.440], [0.139, 0.013, -0.127], [0.115, -0.044, 0.166], [-0.330, -0.137, -0.065], [-0.258, -0.106, -0.165], [0.242, 0.006, 0.218], [-0.148, 0.319, -0.056], [0.061, 0.216, -0.028], [-0.063, -0.268, 0.311], [0.181, -0.114, -0.196], [-0.090, -0.127, -0.031], [0.091, 0.184, 0.332], [0.193, -0.082, -0.162], [-0.037, 0.073, -0.186], [0.033, -0.087, 0.031], [0.142, 0.149, 0.091], [-0.052, 0.235, 0.101], [-0.078, -0.213, 0.118], [0.263, -0.083, -0.228], [0.184, 0.180, -0.205], [0.051, -0.003, -0.034], [-0.288, 0.068, 0.170], [0.132, -0.381, 0.205], [0.093, -0.088, -0.636], [-0.008, -0.091, -0.103], [-0.186, 0.514, 0.019], [-0.165, -0.171, 0.431], [0.804, -0.529, -0.741], [0.585, 0.204, 1.412], [-0.310, 0.026, 0.193], [0.074, -0.024, 0.088]],
  "e_lumo_ev": -7.792,
  "spin_multiplicity": 1,
  "orbital_gap_ev": 7.5137,
  "homo_energy_ev": -15.305,
  "molar_mass_g_mol": 577.7,
  "charge": 2
}